# 1
H10O5 | the ωB97M-V functional and the def2-TZVPD basis

Results
Energy above the lowest of the compared OMol25 structures with the same formula, charge and spin: 24.1 kcal per mole
Highest occupied orbital energy: -11.522 eV
Electronic energy: -382.185749 hartree
LUMO: 0.4 eV

The geometry in ORCA input format:
```
! wB97M-V def2-TZVPD RIJCOSX def2/J DEFGRID3
* xyz 0 1
O -0.239 1.251 2.050
H 0.147 0.763 1.391
H -0.102 2.239 1.837
O 1.888 1.496 0.330
H 1.653 1.064 -0.502
H 1.965 0.723 0.816
O 1.050 -0.117 -2.038
H 1.774 -0.576 -2.432
H 0.386 -0.844 -1.862
O -1.125 -1.493 -1.381
H -1.379 -1.193 -0.476
H -1.591 -0.924 -2.010
O -1.800 -0.928 1.202
H -1.632 -0.004 1.541
H -0.994 -1.457 1.531
*
```

# 2
H10O5 | the ωB97M-V functional and the def2-TZVPD basis

Results
Energy above the lowest of the compared OMol25 structures with the same formula, charge and spin: 25.7 kcal per mole
Highest occupied orbital energy: -10.859 eV
Electronic energy: -382.183295 hartree
LUMO: 0.7 eV

The geometry in ORCA input format:
```
! wB97M-V def2-TZVPD RIJCOSX def2/J DEFGRID3
* xyz 0 1
O 1.072 0.353 -0.041
H 0.548 0.475 0.768
H 1.697 1.080 0.052
O -0.378 -2.105 -0.304
H 0.092 -2.801 -0.768
H -0.203 -1.219 -0.654
O 0.099 -0.662 2.772
H 0.518 -1.514 2.642
H -0.654 -0.833 3.340
O -3.347 -1.175 -0.901
H -2.453 -1.400 -0.618
H -4.039 -1.675 -0.468
O 2.349 3.652 -1.623
H 2.690 3.657 -2.519
H 3.018 4.101 -1.103
*
```

# 3
H10O5 | the ωB97M-V functional and the def2-TZVPD basis

Results
Energy above the lowest of the compared OMol25 structures with the same formula, charge and spin: 25.8 kcal per mole
Highest occupied orbital energy: -10.589 eV
Electronic energy: -382.183064 hartree
LUMO: 0.0 eV

The geometry in ORCA input format:
```
! wB97M-V def2-TZVPD RIJCOSX def2/J DEFGRID3
* xyz 0 1
O 14.588 24.375 -15.569
H 13.909 23.967 -16.106
H 14.995 23.645 -15.102
O 10.526 25.760 -15.415
H 9.915 25.549 -16.121
H 10.905 26.602 -15.669
O 11.189 20.958 -17.848
H 11.823 20.260 -18.016
H 10.669 20.637 -17.111
O 10.715 22.022 -20.186
H 10.815 21.588 -19.338
H 11.472 22.604 -20.248
O 12.642 23.083 -16.960
H 12.017 23.763 -16.710
H 12.098 22.328 -17.184
*
```

# 4
H10O5 | the ωB97M-V functional and the def2-TZVPD basis

Results
Energy above the lowest of the compared OMol25 structures with the same formula, charge and spin: 21.8 kcal per mole
Highest occupied orbital energy: -10.850 eV
Electronic energy: -382.189489 hartree
LUMO: 0.5 eV

The geometry in ORCA input format:
```
! wB97M-V def2-TZVPD RIJCOSX def2/J DEFGRID3
* xyz 0 1
O 3.371 10.884 -2.807
H 3.278 9.931 -2.810
H 4.083 11.054 -2.190
O 2.244 7.617 -1.798
H 2.283 8.201 -1.041
H 2.934 6.973 -1.640
O 2.431 13.461 -4.226
H 1.492 13.540 -4.058
H 2.752 12.888 -3.530
O 5.899 10.176 -1.232
H 6.116 9.641 -0.469
H 6.534 10.893 -1.210
O 5.939 13.308 -1.655
H 5.789 13.569 -2.564
H 5.875 14.123 -1.158
*
```

# 5
H10O5 | the ωB97M-V functional and the def2-TZVPD basis

Results
Energy above the lowest of the compared OMol25 structures with the same formula, charge and spin: 31.2 kcal per mole
Highest occupied orbital energy: -11.177 eV
Electronic energy: -382.174515 hartree
LUMO: 0.3 eV

The geometry in ORCA input format:
```
! wB97M-V def2-TZVPD RIJCOSX def2/J DEFGRID3
* xyz 0 1
O 1.235 -4.668 2.057
H 1.249 -4.316 1.167
H 0.740 -4.022 2.562
O -0.230 0.252 0.136
H 0.523 -0.259 -0.160
H 0.111 1.139 0.248
O -3.894 -0.758 -0.918
H -3.059 -0.425 -0.588
H -4.222 -0.062 -1.487
O 2.984 -1.676 -0.623
H 3.155 -0.798 -0.282
H 3.765 -1.892 -1.131
O -0.855 5.454 -0.415
H -0.013 5.908 -0.410
H -1.489 6.122 -0.156
*
```

# 6
H10O5 | the ωB97M-V functional and the def2-TZVPD basis

Results
Energy above the lowest of the compared OMol25 structures with the same formula, charge and spin: 27.9 kcal per mole
Highest occupied orbital energy: -10.671 eV
Electronic energy: -382.179782 hartree
LUMO: 0.0 eV

The geometry in ORCA input format:
```
! wB97M-V def2-TZVPD RIJCOSX def2/J DEFGRID3
* xyz 0 1
O -0.573 2.044 2.159
H -0.842 1.246 1.715
H -0.773 2.602 1.406
O -1.761 0.230 0.440
H -2.277 -0.076 1.196
H -2.222 0.942 0.065
O 3.108 0.907 -1.259
H 3.586 1.682 -0.898
H 2.570 0.512 -0.531
O 1.109 -0.844 0.113
H 0.642 -1.628 -0.201
H 0.335 -0.321 0.267
O -0.866 -2.633 -1.176
H -0.567 -2.734 -2.067
H -1.466 -1.924 -1.233
*
```

# 7
H10O5Rb | the ωB97M-V functional and the def2-TZVPD basis

Results
Energy above the lowest of the compared OMol25 structures with the same formula, charge and spin: 8.8 kcal per mole
Highest occupied orbital energy: -15.297 eV
Electronic energy: -406.110380 hartree
LUMO: -3.4 eV

The geometry in ORCA input format:
```
! wB97M-V def2-TZVPD RIJCOSX def2/J DEFGRID3
* xyz 1 1
Rb -0.703 -1.452 -0.069
O 1.014 0.908 -0.084
H 0.977 1.336 -0.913
H 1.013 1.586 0.541
O -0.474 -0.327 2.533
H -0.688 0.588 2.627
H 0.407 -0.460 2.889
O -2.072 1.097 0.149
H -1.431 1.432 -0.458
H -2.896 1.351 -0.381
O 1.854 -2.412 0.321
H 2.354 -1.934 0.948
H 2.518 -2.956 -0.154
O -0.542 0.209 -2.313
H -1.039 -0.098 -3.082
H -0.293 1.129 -2.559
*
```

# 8
H11LiO6 | the ωB97M-V functional and the def2-TZVPD basis

Results
Energy above the lowest of the compared OMol25 structures with the same formula, charge and spin: 32.7 kcal per mole
Highest occupied orbital energy: -10.131 eV
Electronic energy: -465.534962 hartree
LUMO: -1.4 eV

The geometry in ORCA input format:
```
! wB97M-V def2-TZVPD RIJCOSX def2/J DEFGRID3
* xyz 0 1
Li 1.439 -2.399 1.275
O 0.455 -0.743 0.449
H 0.843 -0.283 -0.387
O -1.425 2.310 0.028
H -2.367 2.644 0.421
H -1.267 1.500 0.544
O -2.057 -0.249 1.407
H -1.247 -0.694 1.140
H -1.847 0.307 2.116
O 1.454 0.711 2.563
H 1.141 0.176 1.823
H 1.457 1.411 1.873
O 2.198 -0.073 -2.761
H 1.204 -0.189 -2.782
H 2.482 -0.463 -3.540
O -1.009 -1.646 -1.432
H -1.064 -0.899 -1.962
H -0.390 -1.421 -0.774
*
```

# 9
H11N8OP3 | the ωB97M-V functional and the def2-TZVPD basis

Results
Energy above the lowest of the compared OMol25 structures with the same formula, charge and spin: 17.2 kcal per mole
Highest occupied orbital energy: -9.615 eV
Electronic energy: -1544.105566 hartree
LUMO: 0.4 eV

The geometry in ORCA input format:
```
! wB97M-V def2-TZVPD RIJCOSX def2/J DEFGRID3
* xyz 0 1
N 0.048 -0.908 1.980
N -1.356 -0.006 -0.103
N 0.783 0.553 -1.820
N -0.031 -2.341 -0.350
N -2.160 -2.193 1.195
N -1.282 2.469 -0.883
N 0.612 1.551 0.801
N 2.401 -0.520 0.504
O 2.100 0.539 2.796
P -0.857 -1.286 0.705
P -0.254 0.961 -0.701
P 1.348 0.015 1.659
H 1.352 1.250 -2.174
H 0.286 -2.229 -1.215
H -0.289 -3.177 0.022
H -2.608 -2.328 0.286
H -2.811 -1.655 1.824
H -2.220 2.176 -0.628
H -1.132 2.819 -1.831
H 0.086 1.998 1.550
H 1.099 2.257 0.340
H 2.054 -0.272 -0.398
H 2.189 -1.548 0.594
*
```

# 10
H11NO4 | the ωB97M-V functional and the def2-TZVPD basis

Results
Energy above the lowest of the compared OMol25 structures with the same formula, charge and spin: 196.9 kcal per mole
Highest occupied orbital energy: -10.105 eV
Electronic energy: -362.024272 hartree
LUMO: -5.0 eV

The geometry in ORCA input format:
```
! wB97M-V def2-TZVPD RIJCOSX def2/J DEFGRID3
* xyz 0 1
N 3.208 0.292 -0.341
H 3.563 0.858 0.424
H 2.535 0.856 -0.877
H 2.522 -0.316 0.125
H -0.716 -0.829 0.786
H 0.743 -0.654 1.664
O 0.505 -1.044 0.805
H -2.184 -1.764 1.177
H -1.121 -0.052 1.360
O -2.153 -1.653 0.214
H -2.168 1.331 0.068
H -2.340 -0.094 -0.408
O -2.441 0.856 -0.738
H 0.583 0.270 -1.679
H -0.731 0.838 -1.213
O 0.195 1.105 -1.368
*
```

# 11
H11NO4 | the ωB97M-V functional and the def2-TZVPD basis

Results
Energy above the lowest of the compared OMol25 structures with the same formula, charge and spin: 21.3 kcal per mole
Highest occupied orbital energy: -9.682 eV
Electronic energy: -362.304103 hartree
LUMO: 0.7 eV

The geometry in ORCA input format:
```
! wB97M-V def2-TZVPD RIJCOSX def2/J DEFGRID3
* xyz 0 1
N 2.913 -0.055 -1.655
H 3.489 0.175 -2.437
H 2.462 -0.949 -1.639
H 3.202 0.221 -0.741
O -2.515 -0.615 0.366
H -2.629 0.252 0.793
H -2.067 -0.959 1.132
O -1.030 0.849 2.503
H -0.668 0.420 3.282
H -0.412 0.763 1.753
O 0.603 0.785 0.476
H 0.636 0.252 -0.337
H 0.909 1.643 0.159
O -0.056 -0.975 -1.749
H -0.491 -0.195 -2.022
H -0.647 -1.175 -1.005
*
```

# 12
H11O5 | the ωB97M-V functional and the def2-TZVPD basis

Results
Expectation value of S²: 0.75
Energy above the lowest of the compared OMol25 structures with the same formula, charge and spin: 4.4 kcal per mole
Highest occupied orbital energy (alpha / beta): -2.840 / -11.877 eV
Electronic energy: -382.666675 hartree
LUMO (alpha / beta): 0.5 / 0.3 eV

The geometry in ORCA input format:
```
! wB97M-V def2-TZVPD RIJCOSX def2/J DEFGRID3
* xyz 0 2
O -0.932 -2.184 -1.918
H -0.034 -2.128 -2.301
H -1.171 -3.111 -1.765
O -1.994 0.640 1.667
H -2.791 0.405 2.157
H -1.300 0.070 2.033
O 1.044 -0.318 0.185
H 1.595 -0.948 -0.332
H 1.596 0.439 0.461
O 2.548 2.115 0.653
H 2.545 2.433 1.568
H 3.419 2.376 0.329
O -1.127 0.201 -0.886
H -1.380 -0.690 -1.250
H -1.786 0.599 -0.262
H -0.233 0.104 -0.339
*
```